{"formula": "C5H14", "method": "ωB97M-V/def2-TZVPD", "elements": ["H", "C", "H", "H", "C", "H", "H", "H", "H", "C", "C", "H", "H", "H", "H", "H", "C", "H", "H"], "positions_angstrom": [[-1.73611, -2.32498, 1.15255], [-0.00774, -0.85250, 1.12099], [0.67989, 2.25946, -3.29184], [1.66393, 0.54404, 1.42746], [0.77920, 1.45234, -2.60366], [0.57211, 0.51137, 2.79848], [1.07533, 0.57184, -3.27079], [-0.40927, 0.58231, -1.04987], [1.63284, -0.94967, 2.48279], [1.00362, -0.12840, 1.97900], [-0.58874, 1.05509, -1.99608], [-1.92036, -1.00677, 2.36865], [-1.21098, 0.50666, -2.72052], [-0.75930, -2.37805, 2.52343], [0.59281, -1.50841, 0.47586], [-0.47049, -0.08675, 0.27081], [-1.16714, -1.70083, 1.84411], [-1.19153, 1.87604, -1.69139], [1.46192, 1.57719, -1.81996]], "forces_ev_per_angstrom": [[0.0, 0.2, -0.4], [-2.0, 0.9, -2.3], [0.2, 1.0, -0.3], [0.1, -0.2, -0.3], [-1.8, -2.6, -1.6], [0.2, -0.7, -0.7], [0.1, 1.0, 1.0], [-0.1, -0.8, -0.4], [-0.6, 1.3, -0.5], [0.2, -0.7, 2.1], [0.4, 0.3, -0.8], [1.2, -1.0, -0.6], [0.3, -0.3, 0.5], [0.8, -0.9, 1.5], [-0.3, -0.2, 0.1], [0.8, -2.1, 2.9], [-0.3, 3.0, -1.2], [-0.4, 1.2, 0.0], [1.3, 0.5, 0.8]], "s_squared": 0.7503, "spin_multiplicity": 2, "total_energy_ev": -5409.396, "total_charge": -1, "e_above_lowest_kcal_mol": 25.7, "homo_energy_ha": [0.056, -0.254]}

=====

{"formula": "C10H17P", "method": "ωB97M-V/def2-TZVPD", "elements": ["C", "C", "H", "H", "C", "H", "C", "H", "C", "C", "H", "H", "H", "H", "C", "H", "C", "C", "H", "H", "H", "H", "H", "H", "H", "P", "C", "H"], "positions_angstrom": [[-1.07947, -2.60238, 0.07099], [1.15292, 1.27168, -1.81998], [0.39331, 2.23675, 2.25954], [-0.84269, -1.92601, -2.66620], [-0.26324, -0.66466, -1.14033], [-1.27509, -3.16318, 1.07065], [0.33057, 1.97221, 1.18135], [-0.50953, -0.26960, -3.20958], [-0.24564, -1.05470, -2.59818], [0.50825, 0.57716, 0.77935], [1.19429, 2.62350, 0.74203], [-0.28967, -0.92574, 2.20842], [0.58771, 1.32970, -2.81611], [2.24709, 0.87967, -1.95398], [-0.64119, -1.36084, 0.09878], [-1.17104, -3.06075, -0.89677], [-0.59501, -0.39873, 1.26803], [0.46274, 0.39781, -0.83037], [-2.63250, -0.98247, 1.73590], [1.07739, 2.33396, -1.32041], [-1.95194, 0.44403, 2.64639], [3.30483, 0.52713, 0.72713], [0.82336, -1.42822, -2.80908], [-0.66014, 2.37942, 0.84922], [-2.51511, 0.66802, 0.88240], [2.18298, -0.16981, 1.31296], [-2.05341, 0.00121, 1.63262], [2.46023, 0.36486, 2.59524]], "forces_ev_per_angstrom": [[-2.1, -5.6, 2.4], [0.1, 1.4, 0.8], [0.0, -0.8, -0.4], [-0.9, -0.7, -0.8], [-3.1, -5.8, 1.5], [0.2, 0.8, -2.2], [0.7, 3.6, 0.1], [-0.7, 1.4, -1.5], [2.1, -2.9, 2.8], [0.4, -0.3, -1.8], [-1.7, -0.9, 0.5], [0.3, 0.2, -0.8], [1.1, -0.1, 1.4], [-1.7, 1.2, -0.1], [1.8, 6.0, -3.8], [-0.2, -0.7, 0.1], [0.5, -1.8, 0.0], [3.2, 5.9, 3.4], [0.7, 1.5, -0.2], [0.9, -1.7, -1.4], [-0.7, 0.1, -0.7], [-1.0, 0.3, -0.1], [-1.3, 0.8, -0.1], [0.8, -0.2, 0.0], [0.1, -0.3, 0.5], [0.4, -1.1, -0.1], [0.5, -0.4, 0.4], [-0.4, 0.3, 0.0]], "s_squared": 2.0099, "spin_multiplicity": 3, "total_energy_ev": -19928.162, "e_above_lowest_kcal_mol": 0.0, "homo_energy_ha": [-0.168, -0.321]}

=====

Copy entry 2 word for word.
{"formula": "C10H17P", "method": "ωB97M-V/def2-TZVPD", "elements": ["C", "C", "H", "H", "C", "H", "C", "H", "C", "C", "H", "H", "H", "H", "C", "H", "C", "C", "H", "H", "H", "H", "H", "H", "H", "P", "C", "H"], "positions_angstrom": [[-1.07947, -2.60238, 0.07099], [1.15292, 1.27168, -1.81998], [0.39331, 2.23675, 2.25954], [-0.84269, -1.92601, -2.66620], [-0.26324, -0.66466, -1.14033], [-1.27509, -3.16318, 1.07065], [0.33057, 1.97221, 1.18135], [-0.50953, -0.26960, -3.20958], [-0.24564, -1.05470, -2.59818], [0.50825, 0.57716, 0.77935], [1.19429, 2.62350, 0.74203], [-0.28967, -0.92574, 2.20842], [0.58771, 1.32970, -2.81611], [2.24709, 0.87967, -1.95398], [-0.64119, -1.36084, 0.09878], [-1.17104, -3.06075, -0.89677], [-0.59501, -0.39873, 1.26803], [0.46274, 0.39781, -0.83037], [-2.63250, -0.98247, 1.73590], [1.07739, 2.33396, -1.32041], [-1.95194, 0.44403, 2.64639], [3.30483, 0.52713, 0.72713], [0.82336, -1.42822, -2.80908], [-0.66014, 2.37942, 0.84922], [-2.51511, 0.66802, 0.88240], [2.18298, -0.16981, 1.31296], [-2.05341, 0.00121, 1.63262], [2.46023, 0.36486, 2.59524]], "forces_ev_per_angstrom": [[-2.1, -5.6, 2.4], [0.1, 1.4, 0.8], [0.0, -0.8, -0.4], [-0.9, -0.7, -0.8], [-3.1, -5.8, 1.5], [0.2, 0.8, -2.2], [0.7, 3.6, 0.1], [-0.7, 1.4, -1.5], [2.1, -2.9, 2.8], [0.4, -0.3, -1.8], [-1.7, -0.9, 0.5], [0.3, 0.2, -0.8], [1.1, -0.1, 1.4], [-1.7, 1.2, -0.1], [1.8, 6.0, -3.8], [-0.2, -0.7, 0.1], [0.5, -1.8, 0.0], [3.2, 5.9, 3.4], [0.7, 1.5, -0.2], [0.9, -1.7, -1.4], [-0.7, 0.1, -0.7], [-1.0, 0.3, -0.1], [-1.3, 0.8, -0.1], [0.8, -0.2, 0.0], [0.1, -0.3, 0.5], [0.4, -1.1, -0.1], [0.5, -0.4, 0.4], [-0.4, 0.3, 0.0]], "s_squared": 2.0099, "spin_multiplicity": 3, "total_energy_ev": -19928.162, "e_above_lowest_kcal_mol": 0.0, "homo_energy_ha": [-0.168, -0.321]}

=====

Copy entry 1 word for word.
{"formula": "C5H14", "method": "ωB97M-V/def2-TZVPD", "elements": ["H", "C", "H", "H", "C", "H", "H", "H", "H", "C", "C", "H", "H", "H", "H", "H", "C", "H", "H"], "positions_angstrom": [[-1.73611, -2.32498, 1.15255], [-0.00774, -0.85250, 1.12099], [0.67989, 2.25946, -3.29184], [1.66393, 0.54404, 1.42746], [0.77920, 1.45234, -2.60366], [0.57211, 0.51137, 2.79848], [1.07533, 0.57184, -3.27079], [-0.40927, 0.58231, -1.04987], [1.63284, -0.94967, 2.48279], [1.00362, -0.12840, 1.97900], [-0.58874, 1.05509, -1.99608], [-1.92036, -1.00677, 2.36865], [-1.21098, 0.50666, -2.72052], [-0.75930, -2.37805, 2.52343], [0.59281, -1.50841, 0.47586], [-0.47049, -0.08675, 0.27081], [-1.16714, -1.70083, 1.84411], [-1.19153, 1.87604, -1.69139], [1.46192, 1.57719, -1.81996]], "forces_ev_per_angstrom": [[0.0, 0.2, -0.4], [-2.0, 0.9, -2.3], [0.2, 1.0, -0.3], [0.1, -0.2, -0.3], [-1.8, -2.6, -1.6], [0.2, -0.7, -0.7], [0.1, 1.0, 1.0], [-0.1, -0.8, -0.4], [-0.6, 1.3, -0.5], [0.2, -0.7, 2.1], [0.4, 0.3, -0.8], [1.2, -1.0, -0.6], [0.3, -0.3, 0.5], [0.8, -0.9, 1.5], [-0.3, -0.2, 0.1], [0.8, -2.1, 2.9], [-0.3, 3.0, -1.2], [-0.4, 1.2, 0.0], [1.3, 0.5, 0.8]], "s_squared": 0.7503, "spin_multiplicity": 2, "total_energy_ev": -5409.396, "total_charge": -1, "e_above_lowest_kcal_mol": 25.7, "homo_energy_ha": [0.056, -0.254]}